# 1
60
Properties=species:S:1:pos:R:3:forces:R:3:lowdin_charge:R:1 method="wB97M-V/def2-TZVPD" charge=+2 multiplicity=1
H -3.87869 2.70085 1.98258 0.261 0.048 0.060 0.119
H -2.42488 2.13789 -3.09993 0.009 -0.205 0.199 0.046
H 0.38725 -3.79699 -0.80880 0.231 0.049 -0.181 0.048
H 3.99103 0.03910 1.73317 0.164 0.305 -0.129 0.104
N -0.52635 0.49169 1.48561 -0.021 0.328 1.383 -0.001
H 0.30135 0.60144 -1.83499 0.330 -0.406 -0.815 -0.065
H 1.50573 -4.08400 -2.18572 -0.040 0.165 0.324 0.068
C 1.27525 -3.42265 -1.33638 0.013 -0.088 0.205 -0.241
H -2.56612 3.92177 1.92937 -0.038 -0.290 0.063 0.122
O -1.92985 1.91983 0.33967 0.795 -0.709 1.797 -0.103
P 0.96727 -1.74257 -1.96345 0.606 -1.776 -2.480 0.607
C -1.47595 1.45198 1.48935 0.150 0.175 -2.674 -0.385
C -3.19808 -2.01733 -0.31139 0.049 1.311 -2.995 -0.433
C -2.44620 1.29331 -2.39745 0.247 -0.267 -0.118 -0.197
H -3.40749 1.30450 -1.87047 0.185 -0.129 -0.126 0.047
H -0.05522 -2.86162 -3.82443 -0.162 0.296 0.084 0.069
C -0.13146 -0.00829 2.70614 -0.052 0.335 -1.924 -0.319
C 3.65455 2.45866 -0.67432 -0.659 -0.750 0.250 -0.020
C 3.33443 1.31371 0.11078 2.141 0.984 0.775 -0.376
C 4.80254 3.18230 -0.40828 0.349 0.159 0.050 -0.069
H -4.42837 -3.71283 -0.74247 -0.151 0.091 0.082 0.105
H -1.22044 -1.02741 -0.24722 2.745 0.255 0.108 0.030
H 2.31105 -0.42690 -3.51276 0.000 -0.265 0.195 0.059
H 5.03360 4.06097 -1.00723 -0.086 -0.193 0.084 0.117
H -4.58668 -2.34481 -1.89054 -0.042 -0.093 0.227 0.097
Si -1.05569 1.56195 -1.17397 -0.638 1.388 -0.236 0.531
H -1.29726 -2.12468 -2.72607 0.423 -0.028 -0.317 0.029
H -3.21660 3.37559 3.49445 -0.072 0.036 -0.171 0.106
C 4.23389 0.92653 1.14240 -0.631 0.123 -0.512 -0.034
C 2.46321 -1.35106 -2.93791 0.132 -0.156 -0.088 -0.237
H -1.91036 2.16479 4.66291 0.280 -0.339 -0.046 0.157
W 0.55953 -0.15354 -0.35268 0.088 2.591 2.937 0.983
H -0.56037 2.90685 -1.59201 0.280 -0.286 0.490 0.002
N 2.18766 0.62796 -0.09060 -3.010 -0.770 -1.100 -0.145
N 0.71149 -1.04784 2.64018 -0.136 -0.111 -0.013 0.198
H 2.66913 -2.18058 -3.63224 -0.039 0.282 0.167 0.065
H -5.30895 -2.24263 -0.25295 -0.001 -0.191 -0.016 0.106
H -3.15513 -1.31796 1.71763 0.136 -0.192 -0.289 0.098
N -1.97976 1.99524 2.59350 0.185 -0.086 1.019 -0.013
H 2.96535 2.74978 -1.47307 0.282 -0.057 0.286 0.115
C -4.46702 -2.62283 -0.84086 0.238 0.003 -0.056 0.002
C 5.67644 2.80676 0.61644 -0.383 -0.340 0.022 -0.050
O -2.52221 -1.33709 -1.12545 -2.396 -1.673 1.774 -0.128
C -1.48978 1.61197 3.82506 0.122 -0.226 -0.874 0.054
H -1.87967 -2.52959 1.36049 -0.235 0.329 -0.289 0.072
H 0.83281 -1.57741 1.76255 -0.196 0.322 1.017 0.096
H 1.02941 -1.49087 3.49176 0.050 -0.030 -0.165 0.142
H -3.56911 -3.02497 1.49116 0.251 0.428 -0.029 0.100
H 2.12708 -3.40926 -0.64244 -0.160 -0.102 -0.198 0.053
H -0.38496 -1.09374 -3.86679 0.049 -0.243 0.136 0.060
C -0.56111 0.61556 3.88765 -0.267 0.057 0.917 0.049
H 3.32629 -1.21075 -2.27297 -0.256 -0.045 -0.164 0.052
C -2.90798 -2.21739 1.12879 -0.067 -0.699 1.170 -0.032
H -0.16025 0.27015 4.83359 -0.166 0.158 -0.002 0.139
H 6.05110 1.38059 2.18002 -0.079 -0.021 -0.077 0.112
C -0.32548 -1.98128 -3.22244 -0.123 -0.094 0.066 -0.227
H 6.58161 3.38367 0.81638 -0.337 -0.199 -0.075 0.120
C -2.97475 3.06717 2.47748 -0.413 0.432 0.195 0.047
H -2.35157 0.36238 -2.96503 -0.186 0.174 0.160 0.021
C 5.37476 1.67395 1.38418 0.248 0.235 -0.083 -0.072



# 2
9
Properties=species:S:1:pos:R:3:forces:R:3:lowdin_charge:R:1 method="wB97M-V/def2-TZVPD" e_above_lowest_ev=0.672 charge=+1 multiplicity=1
H -2.25958 0.81998 -0.09809 0.582 1.243 1.303 0.135
O 2.45451 -0.66997 0.12227 -0.784 -0.379 0.634 0.020
H 0.63787 -0.47228 0.08623 -1.947 1.887 -0.134 0.181
H -1.62548 -0.26849 -1.08660 0.193 -2.912 -3.300 0.075
F 2.63190 0.70073 -0.10090 0.307 0.015 -0.276 -0.062
C -1.34285 0.29063 -0.31146 0.494 1.081 1.950 0.179
H -0.06732 0.82112 1.04708 0.385 1.185 1.498 0.126
H 3.05614 -1.11267 -0.49446 0.384 0.332 -0.364 0.136
N -0.20314 0.25855 0.25855 0.385 -2.450 -1.311 0.209



# 3
89
Properties=species:S:1:pos:R:3:forces:R:3:lowdin_charge:R:1 method="wB97M-V/def2-TZVPD" e_above_lowest_ev=0.000 charge=+1 multiplicity=1
C 3.05846 -4.21323 1.64707 0.026 0.045 -0.030 -0.211
C -2.84378 4.07863 0.73314 0.054 0.001 0.041 -0.089
H 2.48829 -0.12321 4.39407 0.025 -0.009 0.017 0.040
H -6.80620 -0.15138 2.83962 -0.012 -0.010 0.008 0.108
H -7.08623 -0.13138 0.38442 -0.013 -0.001 0.000 0.109
H 5.03201 -3.55564 -1.80354 0.023 0.022 -0.008 0.024
P -2.53185 1.57233 -0.45971 0.365 -0.442 0.080 0.947
H 6.40498 -2.14453 0.70138 -0.008 0.020 -0.036 0.021
H 3.76660 2.35951 -0.88023 0.011 0.003 0.021 0.023
H -4.37750 4.29853 -4.09872 -0.002 0.018 0.000 0.107
H 6.36820 -3.76536 1.38980 0.008 -0.023 0.011 0.038
H 6.16584 -1.07514 -1.76375 -0.013 -0.035 0.005 0.025
C -3.71529 -3.25193 -0.12339 -0.115 0.123 0.196 -0.124
Si 3.05122 -1.13697 0.08483 0.194 0.089 0.046 0.183
N -2.65077 -2.47473 0.07374 0.075 -0.111 -0.250 0.017
C -6.15762 0.20131 0.82857 0.004 -0.013 -0.002 -0.070
H 4.93524 1.62333 1.33573 -0.003 0.015 -0.022 0.024
Si 4.13326 -3.18852 0.49873 -0.035 -0.020 -0.061 0.328
H 2.27161 -0.61509 -3.51883 -0.029 0.021 -0.010 0.012
H 3.59035 2.33330 -2.63692 0.024 0.011 -0.010 0.039
H -2.93445 -0.85396 -1.73657 -0.008 0.003 -0.034 0.008
C 4.34081 -4.08107 -1.14259 0.011 0.043 0.082 -0.216
C -2.37890 5.31991 1.13864 -0.012 -0.009 -0.007 -0.062
H 3.38946 -4.18685 -1.66806 -0.035 0.003 0.016 0.020
C 3.32679 1.81101 -1.71471 0.019 -0.090 -0.019 -0.211
H -3.53044 -5.28569 2.55573 -0.016 -0.005 -0.001 0.118
H 2.90977 -3.71741 2.60722 0.015 0.011 0.023 0.018
C -1.96994 3.17520 0.13030 -0.084 0.094 0.066 -0.377
H -4.35626 2.43164 -5.74320 -0.005 0.007 -0.006 0.111
H 1.94057 2.23051 0.88160 0.026 0.005 -0.006 0.006
Si 3.92985 0.03186 -1.77251 0.023 -0.033 0.061 0.329
C -4.80616 0.62250 2.77258 -0.001 -0.004 0.009 -0.069
H -3.88002 3.80842 0.89570 -0.006 0.004 -0.010 0.114
H -4.31151 -3.03131 -1.00100 -0.020 0.007 -0.004 0.111
H 2.23973 1.84803 -1.61327 -0.029 -0.015 -0.011 0.014
C -3.62013 1.00611 -4.34590 0.001 -0.027 0.022 -0.032
C -5.12661 0.65144 0.01284 -0.015 0.060 0.010 -0.079
C 5.80128 -0.05615 -1.62520 -0.104 0.054 -0.083 -0.208
H -3.63424 0.19282 -5.06138 0.000 -0.009 -0.017 0.113
H 4.73576 -5.08602 -0.97953 0.025 -0.016 0.006 0.037
H -1.48304 -3.91720 2.87845 0.050 0.006 -0.017 0.109
H 0.04250 2.81076 -0.52043 -0.019 0.009 -0.002 0.073
H 3.52309 -5.18338 1.83615 0.011 -0.017 0.005 0.038
H -4.95774 -4.86620 0.54659 -0.011 0.000 -0.008 0.111
C -4.04238 3.31370 -3.80763 0.006 -0.035 -0.020 -0.080
H 0.86245 5.02875 0.19448 0.005 0.009 -0.004 0.110
H 6.26639 0.56728 -2.39220 0.020 0.008 -0.014 0.038
C -0.63546 3.51994 -0.05858 0.016 0.022 -0.045 -0.109
H 6.15039 0.29762 -0.65381 -0.015 0.016 0.024 0.022
H 0.70195 1.30979 1.74019 -0.048 -0.053 -0.023 -0.006
C -4.03128 2.26563 -4.72461 0.005 -0.010 0.017 -0.069
C -4.07909 -4.26919 0.74272 0.011 -0.014 -0.033 -0.045
H 2.07338 -4.39504 1.21211 -0.013 0.003 -0.040 0.019
H -3.58002 3.89143 -1.81294 0.003 0.020 0.022 0.101
N -2.83031 -0.54880 -2.69499 -0.075 -0.074 0.007 0.093
C -1.04796 5.66233 0.94103 0.008 0.003 0.001 -0.063
C -3.77322 1.06224 1.96421 0.007 -0.076 0.019 -0.104
C -3.93415 1.08719 0.57920 -0.069 0.024 -0.062 -0.374
Te 0.81163 -1.84336 -0.93655 0.843 -1.071 -0.266 0.702
C -2.14451 -3.73798 2.04311 -0.037 0.023 -0.022 -0.081
S -0.36825 -1.80498 1.31459 0.258 -0.871 1.045 0.427
C 2.55416 -0.77458 3.51855 0.116 0.137 0.004 -0.212
C 1.73416 1.66006 1.78767 0.071 -0.065 0.087 -0.215
H -2.83797 1.38258 2.41011 0.004 0.018 -0.010 0.110
C -0.17620 4.76401 0.34197 0.000 0.016 0.010 -0.067
H 3.33590 -1.51193 3.71014 0.026 0.003 0.003 0.025
H 3.86226 -0.34503 -4.22256 -0.001 0.020 -0.017 0.039
H -4.68216 0.61417 3.84717 -0.004 0.003 0.012 0.109
C -3.28361 -4.50128 1.85293 -0.017 -0.024 0.068 -0.047
C -3.15782 1.80959 -2.12476 -0.107 0.057 -0.017 -0.314
C 5.80228 -2.83657 1.29075 -0.119 -0.052 -0.035 -0.206
Au -0.90733 -0.13361 -0.24489 -1.214 2.629 -0.463 0.249
C 3.34105 -0.77672 -3.36535 0.047 0.020 0.102 -0.231
C -1.87345 -2.73983 1.11506 0.145 -0.302 -0.139 -0.687
H 5.44992 0.14309 2.14724 0.011 -0.021 0.014 0.021
H -0.68900 6.63151 1.25999 0.007 0.013 0.003 0.110
H 1.61073 -1.30474 3.42599 -0.128 -0.051 -0.038 -0.008
H -5.25878 0.67584 -1.06249 -0.003 0.015 0.003 0.106
C -3.60398 3.07593 -2.52284 0.112 0.012 -0.054 -0.074
C -3.19921 0.74332 -3.03543 -0.162 -0.054 -0.064 -0.335
H 1.80579 2.34128 2.63945 0.016 0.032 0.007 0.046
H 4.80057 1.48562 3.08826 0.004 0.017 0.029 0.041
C -5.99982 0.18992 2.20484 0.005 -0.001 -0.006 -0.072
H -3.05629 6.01981 1.60844 -0.004 0.013 0.009 0.111
H 3.52865 -1.85167 -3.37342 0.029 -0.033 0.007 0.022
H -3.12691 -1.25564 -3.34832 0.060 -0.010 -0.049 0.097
Si 2.95681 0.25381 2.00279 -0.140 -0.087 -0.112 0.350
H 5.68338 -2.41624 2.29095 -0.007 0.015 0.020 0.024
C 4.70035 0.93597 2.15001 -0.065 -0.031 -0.054 -0.203



# 4
20
Properties=species:S:1:pos:R:3:forces:R:3:lowdin_charge:R:1 method="wB97M-V/def2-TZVPD" e_above_lowest_ev=0.346 charge=-1 multiplicity=1
H -2.85254 0.60419 1.65623 -0.040 0.309 -0.278 0.034
S -1.89143 0.18558 -0.56911 -0.439 -0.265 -0.145 0.391
C -2.55380 -0.26185 1.06127 0.086 -0.106 0.154 -0.773
O 2.94584 0.83620 -1.36742 0.723 -0.048 0.168 -0.097
H -3.36146 -2.24069 0.82927 -0.100 0.036 -0.497 0.051
H -4.18121 -1.30251 2.00155 -0.209 0.168 0.006 0.049
H 0.80822 2.16291 0.28864 -0.298 -0.010 0.099 0.032
O 4.79094 0.31965 1.13946 0.085 0.078 -0.227 -0.083
H -0.30507 1.38856 -0.46535 -0.920 -0.602 0.252 -0.172
H -1.76978 -0.73221 1.66350 0.008 -0.084 -0.046 0.037
H 2.53047 0.08924 -1.82301 -0.209 0.038 0.155 0.002
O 0.48539 1.94307 -0.59064 1.581 1.111 -0.065 -0.152
H 0.72874 -1.98408 -1.93408 0.047 -0.060 -0.041 0.033
H 4.40840 0.41464 0.24975 -0.305 -0.080 0.027 0.002
H -4.51290 -0.97772 0.28707 0.138 0.140 -0.158 0.047
O 0.87820 -1.06331 -2.16454 0.125 -0.140 -0.035 -0.100
C -3.73315 -1.22719 1.00195 0.289 -0.561 0.831 -0.242
H 2.19850 1.28289 -0.93511 -0.308 -0.136 -0.358 -0.011
H 0.19659 -0.61502 -1.63232 -0.271 0.184 0.109 -0.066
H 5.19004 1.17766 1.30288 0.018 0.026 0.049 0.018



| no. | E_LUMO (eV) | orbital gap (eV) |
| --- | --- | --- |
| 1 | -7.2 | 6.0552 |
| 2 | -5.6 | 11.1396 |
| 3 | -3.5 | 6.6623 |
| 4 | 3.6 | 7.0506 |